1.
Molecular formula: C40H130N10O20
Method: DFT, the ωB97M-V functional and the def2-TZVPD basis

The calculation puts the relative energy (zero: lowest compared OMol25 entry of this formula, charge and spin) at 0.0 kJ/mol. As for the charge: 0.

Last column: Mulliken charge in e.
Positions of all 200 atoms, in Å:
O1 14.26731 -13.69208 -11.65823  -0.74
H1 15.00485 -13.72191 -12.26763  0.37
H2 14.30230 -14.53059 -11.19790  0.31
O2 17.74997 -20.62724 -9.34137  -0.63
H3 18.20747 -19.79129 -9.43145  0.33
H4 18.19926 -21.07036 -8.62163  0.23
O3 18.46002 -15.45360 -8.15725  -0.54
H5 17.97974 -14.95631 -7.49524  0.17
H6 19.34495 -15.08936 -8.13585  0.24
O4 16.22813 -14.81837 -13.51876  -0.81
H7 15.99410 -15.41742 -14.22771  0.43
H8 16.28517 -15.37571 -12.74264  0.33
O5 9.01558 -18.91702 -8.21979  -0.57
H9 9.81668 -19.17086 -7.76149  0.37
H10 8.88414 -17.99899 -7.98278  0.43
O6 15.20739 -18.85019 -12.41169  -0.13
H11 14.29067 -19.08852 -12.54977  0.13
H12 15.57777 -19.58993 -11.93020  -0.23
O7 7.84330 -16.78628 -7.13863  -0.71
H13 6.97786 -16.40582 -6.98868  0.27
H14 8.36067 -16.51157 -6.38160  0.39
O8 16.18883 -21.24278 -11.46880  -0.62
H15 16.62543 -21.03867 -10.64179  0.22
H16 16.38508 -22.16702 -11.62207  0.27
O9 17.05582 -14.93276 -10.55573  -0.45
H17 17.53773 -14.13878 -10.78724  0.26
H18 17.54919 -15.30901 -9.82686  0.03
O10 11.17197 -20.20438 -7.30490  -0.59
H19 11.56935 -20.22811 -6.43440  0.34
H20 11.74213 -20.75258 -7.84400  0.21
C1 14.09618 -19.67649 -5.19772  0.21
C2 13.31967 -20.27176 -4.02887  0.03
C3 13.34919 -19.54913 -2.64255  -1.34
O11 12.54462 -18.31647 -2.59730  0.07
C4 12.31751 -17.83537 -1.23612  -1.08
N1 11.90962 -20.45774 -4.43812  -0.51
H21 15.13274 -19.41288 -4.98763  0.27
H22 13.60187 -18.84042 -5.69244  -0.28
H23 14.12804 -20.48810 -5.92462  -0.24
H24 13.83651 -21.22709 -3.93760  0.44
H25 14.37233 -19.36731 -2.31358  0.45
H26 12.94371 -20.18856 -1.85845  0.56
H27 13.13641 -18.00172 -0.53624  0.45
H28 11.41619 -18.21645 -0.75602  0.36
H29 12.02532 -16.78942 -1.32943  0.27
H30 11.50571 -19.57740 -4.15186  -0.06
H31 11.64509 -21.18282 -3.78666  0.32
C5 7.14862 -16.55030 -2.11222  -1.46
C6 8.43842 -15.65521 -2.24035  0.79
C7 8.75562 -15.40591 -3.73309  -0.68
O12 9.16382 -16.52338 -4.48693  -0.20
C8 10.36641 -17.16233 -3.93961  -0.64
N2 8.34608 -14.47054 -1.45650  -0.66
H32 6.26950 -16.11026 -2.58298  0.35
H33 6.92962 -16.66894 -1.05106  0.47
H34 7.31080 -17.55594 -2.50015  0.32
H35 9.24832 -16.23988 -1.80408  -0.08
H36 9.54838 -14.66274 -3.81875  0.31
H37 7.84400 -15.02249 -4.19138  0.32
H38 10.66639 -17.77035 -4.79309  -0.26
H39 10.19435 -17.86228 -3.12196  0.48
H40 11.12467 -16.41824 -3.69569  0.45
H41 9.08329 -13.85479 -1.76873  0.27
H42 7.41119 -14.09242 -1.51235  0.27
C9 11.98962 -19.93053 -14.84122  -1.00
C10 10.84731 -20.22741 -13.76927  0.68
C11 9.88257 -19.02825 -13.39598  -0.86
O13 10.57302 -17.85221 -12.92680  -0.41
C12 11.19483 -18.05242 -11.69097  -0.39
N3 10.12653 -21.38027 -14.27449  -0.81
H43 11.52857 -19.56819 -15.76005  0.33
H44 12.54958 -20.83793 -15.06743  0.42
H45 12.73318 -19.22321 -14.47393  -0.08
H46 11.38292 -20.61132 -12.90103  0.17
H47 9.06900 -19.43965 -12.79852  0.40
H48 9.32683 -18.80649 -14.30707  0.40
H49 11.83033 -18.89364 -11.41421  -0.10
H50 10.43653 -18.06075 -10.90802  0.53
H51 11.84329 -17.22446 -11.40450  0.21
H52 9.56164 -21.72865 -13.51315  0.30
H53 10.79398 -22.12262 -14.42787  0.27
C13 12.26453 -23.77060 -6.21068  -1.06
C14 12.59382 -24.31991 -7.66254  0.52
C15 13.37486 -23.25531 -8.48097  -0.87
O14 13.08371 -21.90891 -8.15053  -0.17
C16 13.93392 -20.98257 -8.75971  -0.38
N4 13.25456 -25.60613 -7.70054  -0.71
H54 11.83309 -24.47346 -5.49798  0.40
H55 11.64478 -22.87928 -6.30849  0.16
H56 13.22547 -23.50540 -5.76980  0.22
H57 11.64385 -24.43566 -8.18433  0.22
H58 13.13831 -23.36599 -9.53922  0.26
H59 14.44153 -23.43889 -8.35209  0.34
H60 14.97791 -21.29513 -8.78172  0.54
H61 13.79129 -20.12356 -8.10407  -0.37
H62 13.54550 -20.68858 -9.73480  0.33
H63 14.21785 -25.55590 -7.40113  0.24
H64 12.77031 -26.21295 -7.05450  0.27
C17 20.74949 -17.39850 -4.00074  -1.56
C18 19.57607 -16.72227 -4.68503  1.35
C19 18.19004 -17.20527 -4.19778  -0.24
O15 17.78690 -18.56095 -4.51436  -0.48
C20 17.58883 -18.88934 -5.84828  -0.17
N5 19.83049 -15.28956 -4.52716  -0.69
H65 21.63084 -17.36192 -4.64104  0.39
H66 20.62610 -18.48122 -3.97637  0.34
H67 21.05727 -16.94414 -3.05897  0.37
H68 19.70763 -16.98296 -5.73519  -0.36
H69 17.39442 -16.53415 -4.52132  0.01
H70 18.03858 -17.16625 -3.11906  0.08
H71 17.42500 -19.94876 -6.04547  0.42
H72 18.38644 -18.61263 -6.53775  -0.25
H73 16.72354 -18.34767 -6.23031  0.26
H74 19.01379 -14.76893 -4.81360  0.25
H75 19.91375 -15.08971 -3.54064  0.32
C21 18.75989 -18.05593 -11.44932  -1.16
C22 19.87760 -18.36868 -10.53028  0.36
C23 21.14232 -17.52463 -10.72432  -0.90
O16 22.12876 -18.23405 -10.03136  -0.31
C24 23.38260 -17.50245 -9.84379  -0.80
N6 19.33533 -18.35618 -9.21692  -0.07
H76 19.08848 -18.40197 -12.42932  0.50
H77 18.41276 -17.02309 -11.47837  0.29
H78 17.86392 -18.62902 -11.21079  0.09
H79 20.21574 -19.35465 -10.84907  0.33
H80 20.90254 -16.54332 -10.31488  0.31
H81 21.50803 -17.48740 -11.75046  0.49
H82 24.02474 -17.97479 -9.10039  0.26
H83 23.24223 -16.46081 -9.55502  0.31
H84 24.00972 -17.52860 -10.73494  0.31
H85 19.05645 -17.38545 -9.22038  -0.31
H86 20.09047 -18.44190 -8.55169  0.27
C25 10.02400 -13.13614 -8.56572  -1.24
C26 8.88704 -12.16501 -8.52202  0.29
C27 8.89597 -11.45897 -7.10888  -0.46
O17 7.88965 -10.46287 -7.16009  -0.37
C28 7.67743 -9.88991 -5.85539  -0.69
N7 8.97396 -11.25058 -9.61397  -0.71
H87 9.93584 -13.74992 -7.66928  0.12
H88 10.92594 -12.53025 -8.47911  0.33
H89 10.05803 -13.67231 -9.51413  0.42
H90 7.95786 -12.70447 -8.70565  0.27
H91 9.86208 -10.96832 -6.99056  0.33
H92 8.63844 -12.21429 -6.36640  0.28
H93 7.50874 -10.71090 -5.15852  0.24
H94 6.88732 -9.13949 -5.88183  0.26
H95 8.58527 -9.37160 -5.54673  0.30
H96 8.47613 -10.46526 -9.21960  0.34
H97 9.94429 -10.97039 -9.62177  0.30
C29 17.15047 -18.39775 -15.38912  -1.37
C30 15.77905 -17.89985 -15.92056  0.43
C31 14.87317 -19.04017 -16.41475  -0.39
O18 15.48316 -19.67029 -17.65690  -0.40
C32 14.60147 -20.61059 -18.23661  -0.72
N8 15.17887 -17.17973 -14.77867  -0.25
H98 17.76531 -17.52246 -15.17950  0.34
H99 17.72951 -19.08132 -16.01003  0.52
H100 17.08028 -19.00596 -14.48731  0.10
H101 15.98923 -17.16822 -16.70071  0.42
H102 13.83114 -18.75226 -16.55391  0.45
H103 14.79002 -19.87574 -15.71976  0.10
H104 15.05536 -21.20186 -19.03190  0.29
H105 13.70300 -20.17896 -18.67770  0.28
H106 14.33777 -21.36246 -17.49280  0.28
H107 14.22235 -16.91033 -14.95920  0.36
H108 14.95885 -17.78085 -13.99743  -0.26
C33 15.38113 -17.80830 -8.79474  0.21
C34 14.23639 -17.08482 -9.57076  2.70
C35 13.70619 -15.87108 -8.77222  -1.96
O19 12.90389 -16.20972 -7.67486  0.53
C36 11.69229 -16.82764 -8.03764  0.18
N9 14.83665 -16.62289 -10.78393  1.07
H109 16.39066 -17.39756 -8.81038  -0.16
H110 15.63541 -18.72291 -9.33040  -0.25
H111 15.05997 -18.10731 -7.79697  -0.51
H112 13.38671 -17.74925 -9.72786  -0.87
H113 13.09984 -15.26074 -9.44148  0.35
H114 14.54301 -15.27419 -8.40950  0.09
H115 11.01933 -16.11319 -8.51176  0.04
H116 11.15885 -17.10282 -7.12780  -0.74
H117 11.73585 -17.69148 -8.70096  0.09
H118 15.77383 -16.28058 -10.62707  -0.18
H119 14.97245 -17.42326 -11.38482  -0.06
C37 16.44206 -15.25256 -1.18083  -1.48
C38 16.36478 -14.47880 -2.55301  1.53
C39 14.89534 -14.60674 -3.11692  -0.18
O20 14.98778 -14.30399 -4.47026  -0.45
C40 13.88472 -14.73698 -5.23484  -0.60
N10 16.72284 -13.12617 -2.22103  -0.70
H120 16.09319 -16.26967 -1.35938  0.28
H121 15.82413 -14.83416 -0.38635  0.40
H122 17.44711 -15.28111 -0.75991  0.37
H123 17.05314 -14.95199 -3.25326  -0.91
H124 14.26105 -13.87599 -2.61513  0.30
H125 14.54831 -15.62924 -2.96803  -0.04
H126 13.80513 -14.17414 -6.16489  0.37
H127 12.94306 -14.55983 -4.71525  0.29
H128 13.91736 -15.78768 -5.52305  0.19
H129 16.73596 -12.69344 -3.13354  0.32
H130 16.06352 -12.57072 -1.69485  0.29

***

2.
Molecular formula: C40H28N10OPdS2
Method: DFT, the ωB97M-V functional and the def2-TZVPD basis

As for the charge: 0.

Last column: Mulliken charge in e.
Positions of all 82 atoms, in Å:
Pd1 0.84058 -0.09345 -0.38369  -0.10
S1 -6.63822 -1.48594 -0.14854  -0.13
C1 -6.94869 -3.13187 -0.49456  -0.38
C2 -5.80331 -3.81677 -0.75106  -0.64
C3 -4.64898 -2.99465 -0.65940  -0.51
C4 -4.93953 -1.69746 -0.33952  0.44
C5 -3.99583 -0.59187 -0.15864  0.98
C6 -2.72200 -0.65114 -0.76950  -1.25
N1 -1.78409 0.24126 -0.59090  -0.31
C7 -2.03378 1.29016 0.21378  -0.78
C8 -3.30189 1.51872 0.76590  1.21
C9 -3.54589 2.71441 1.52115  -0.85
C10 -2.55530 3.59951 1.74842  -0.85
C11 -1.22273 3.35831 1.26656  1.73
C12 -0.16111 4.22420 1.56519  -0.74
C13 1.10200 3.94387 1.10017  0.76
C14 1.27482 2.76120 0.35449  -0.97
N2 0.30311 1.90867 0.08836  -0.47
C15 -0.95035 2.20616 0.51229  -0.09
C16 2.23721 4.83384 1.36887  0.02
C17 2.22268 6.19606 1.47666  -0.50
C18 3.50306 6.74322 1.75021  -0.52
C19 4.46542 5.78545 1.84449  -0.44
S2 3.82695 4.21952 1.60702  -0.06
C20 -4.28455 0.53425 0.57564  -1.05
H1 -7.95904 -3.50623 -0.48626  0.47
H2 -5.77730 -4.87186 -0.97833  0.40
H3 -3.64021 -3.35511 -0.80920  0.42
H4 -2.48930 -1.46471 -1.44969  0.55
H5 -4.54420 2.88830 1.90466  0.45
H6 -2.73939 4.50495 2.31458  0.42
H7 -0.34007 5.10214 2.17511  0.50
H8 2.24988 2.50357 -0.03782  0.53
H9 1.32846 6.78703 1.33631  0.43
H10 3.69966 7.79916 1.86215  0.39
H11 5.51662 5.91781 2.04147  0.42
H12 -5.25836 0.66251 1.03416  0.45
C21 -1.35843 0.83290 4.35087  -1.20
N3 -0.17482 0.02502 4.13146  1.06
C22 0.34572 -0.50234 3.01141  -0.09
N4 1.36801 -1.28036 3.31324  -0.40
C23 1.43665 -1.18247 4.66494  -0.33
N5 0.52577 -0.40879 5.20660  -1.17
C24 -2.65936 0.13489 4.01247  1.00
C25 -3.85833 0.82706 4.15729  -0.67
C26 -5.07171 0.19392 3.93535  -0.96
C27 -5.11180 -1.13377 3.53477  -1.02
C28 -3.91742 -1.82285 3.37505  0.14
C29 -2.70055 -1.19560 3.63225  0.37
C30 -3.90408 -3.20802 2.90894  0.20
N6 -4.83923 -4.09113 2.87970  -0.58
N7 -4.28115 -5.23388 2.31706  -0.57
C31 -3.05118 -4.95210 2.06183  0.72
O1 -2.73415 -3.68244 2.41264  -0.07
C32 -2.00066 -5.77175 1.46006  -0.05
C33 -2.27690 -7.06443 1.01878  -1.02
C34 -1.26810 -7.81341 0.44155  -0.73
C35 0.01139 -7.28618 0.30197  -0.74
C36 0.29307 -6.00486 0.74908  0.84
C37 1.67518 -5.40795 0.62408  -1.12
N8 1.64814 -4.15416 -0.10090  0.85
C38 1.69342 -2.90520 0.38090  -0.18
N9 1.46880 -2.05410 -0.60336  -0.16
C39 1.29046 -2.85799 -1.68741  -0.37
N10 1.38541 -4.13924 -1.42386  -0.96
C40 -0.71982 -5.25054 1.32708  -0.05
H13 -1.27793 1.78573 3.82222  0.27
H14 -1.33926 1.04260 5.41993  0.31
H15 -0.01303 -0.29988 2.00526  0.33
H16 2.17544 -1.69164 5.26159  0.49
H17 -3.84073 1.86878 4.45640  0.50
H18 -5.99572 0.74297 4.06584  0.42
H19 -6.04926 -1.63523 3.33374  0.53
H20 -1.78652 -1.76225 3.52968  0.73
H21 -3.27685 -7.46144 1.13117  0.54
H22 -1.47705 -8.81483 0.08958  0.39
H23 0.79128 -7.87555 -0.16468  0.40
H24 2.34853 -6.08961 0.10703  0.42
H25 2.09461 -5.19654 1.60854  0.28
H26 1.87708 -2.64787 1.41551  0.52
H27 1.09492 -2.47852 -2.67526  0.46
H28 -0.51294 -4.24391 1.67050  0.75

***

| no. | highest occupied orbital energy (eV) | molecular weight (g mol⁻¹) | total energy (eV) |
| --- | --- | --- | --- |
| 1 | -8.56 | 1071.53 | -99432.2854 |
| 2 | -5.70 | 835.29 | -84033.7855 |